No. 1
# C18H24MnN7O5P

C18H24MnN7O5P as an isolated structure (ωB97M-V/def2-TZVPD, the Open Molecules 2025 dataset).

## Properties
LUMO level (spin up / spin down) in eV: 0.23 / 0.18
Expectation value of S²: 8.753
HOMO energy (spin up / spin down) in eV: -7.48 / -8.19
Kohn-Sham gap (spin up / spin down) in Eh: 0.2832 / 0.3074

Structure (ORCA input):
```
! wB97M-V def2-TZVPD RIJCOSX def2/J DEFGRID3
* xyz 0 6
Mn -0.81 -0.66 0.31
O -1.37 -1.15 2.65
C -1.58 -2.52 3.00
C -0.71 -3.40 2.14
N -0.87 -3.16 0.68
C -2.16 -3.65 0.16
C -3.21 -2.57 0.23
O -4.37 -2.82 0.56
O -2.74 -1.33 -0.05
C 0.28 -3.72 -0.04
C 1.45 -2.77 -0.06
O 2.61 -3.20 0.02
O 1.12 -1.49 -0.18
H -1.72 -0.53 3.33
H -2.65 -2.79 2.93
H -1.26 -2.74 4.03
H -0.91 -4.47 2.40
H 0.36 -3.23 2.34
H -2.52 -4.56 0.69
H -2.03 -3.89 -0.92
H -0.04 -3.93 -1.08
H 0.57 -4.69 0.41
C -0.89 5.03 -0.77
N -1.41 3.82 -0.17
C -2.66 3.62 0.45
C -2.69 2.31 0.83
N -1.49 1.68 0.48
C -0.72 2.63 -0.11
P 0.90 2.29 -0.84
C 0.45 0.96 -1.97
N -0.56 0.08 -1.73
C -0.73 -0.69 -2.90
C 0.19 -0.29 -3.84
N 0.95 0.73 -3.23
C 2.08 1.41 -3.81
C 1.61 1.46 0.60
N 0.92 0.62 1.41
C 1.82 0.17 2.38
C 3.06 0.74 2.19
N 2.90 1.57 1.04
C 3.92 2.37 0.40
H -1.60 5.87 -0.68
H -0.70 4.85 -1.84
H 0.03 5.31 -0.24
H -3.39 4.39 0.59
H -3.49 1.78 1.32
H -1.49 -1.46 -2.95
H 0.39 -0.67 -4.82
H 2.41 0.94 -4.74
H 2.92 1.40 -3.07
H 1.86 2.47 -4.00
H 1.53 -0.54 3.13
H 3.98 0.63 2.73
H 4.88 2.32 0.91
H 3.58 3.42 0.36
H 4.01 2.02 -0.65
*
```

Löwdin atomic charge list, values in e, 6 entries: number 1, Mn, carries 0.851; number 2, O, carries -0.108; number 3, C, carries -0.212; number 4, C, carries -0.158; number 5, N, carries -0.193; number 6, C, carries -0.110


No. 2
# C32H88N9O11

A 9-piece molecular cluster, C32H88N9O11 overall (ωB97M-V/def2-TZVPD, the Open Molecules 2025 dataset).

## Properties
LUMO level in eV: 2.49
Relative energy (zero: lowest compared OMol25 entry of this formula, charge and spin) in eV: 0.0000
HOMO energy in eV: -5.73
Kohn-Sham gap in Eh: 0.3021

Structure (ORCA input):
```
! wB97M-V def2-TZVPD RIJCOSX def2/J DEFGRID3
* xyz -1 1
N 0.33 -0.67 0.12
O -0.71 -1.21 -0.27
O 0.37 -0.10 1.29
O 1.43 -0.75 -0.56
C 4.76 -3.93 2.09
C 3.61 -3.03 1.71
C 3.78 -1.62 2.22
O 3.88 -1.66 3.66
C 4.64 -0.59 4.18
N 3.48 -2.88 0.26
H 5.64 -3.73 1.46
H 4.55 -4.98 1.86
H 5.02 -3.87 3.14
H 2.66 -3.44 2.09
H 2.83 -1.09 2.06
H 4.66 -1.12 1.82
H 5.62 -0.46 3.71
H 4.82 -0.69 5.25
H 4.04 0.32 4.01
H 2.89 -2.08 0.00
H 2.91 -3.64 -0.13
C 6.31 3.44 -2.72
C 6.92 2.34 -1.87
C 6.51 0.92 -2.16
O 5.13 0.77 -2.08
C 4.64 -0.53 -2.32
N 8.39 2.43 -2.00
H 6.15 4.42 -2.28
H 5.32 3.08 -3.02
H 6.89 3.64 -3.63
H 6.62 2.54 -0.83
H 7.04 0.24 -1.47
H 6.83 0.65 -3.18
H 3.59 -0.61 -2.06
H 5.18 -1.22 -1.66
H 4.82 -0.86 -3.35
H 8.69 3.32 -1.61
H 8.86 1.67 -1.52
C -5.62 -1.80 2.40
C -5.15 -2.34 1.03
C -5.84 -1.61 -0.11
O -5.58 -2.30 -1.31
C -6.74 -2.60 -2.08
N -3.69 -2.20 0.86
H -6.66 -2.11 2.61
H -5.75 -0.71 2.32
H -4.96 -2.07 3.21
H -5.37 -3.42 1.01
H -5.49 -0.58 -0.15
H -6.92 -1.66 0.09
H -7.33 -1.71 -2.34
H -7.37 -3.35 -1.59
H -6.32 -2.95 -3.03
H -3.45 -1.20 0.75
H -3.28 -2.46 1.76
C -4.18 2.00 -2.86
C -4.08 0.45 -2.83
C -4.11 -0.07 -4.25
O -3.86 -1.42 -4.30
C -4.04 -1.86 -5.60
N -2.89 -0.04 -2.09
H -4.88 2.26 -3.67
H -3.26 2.53 -3.09
H -4.61 2.26 -1.90
H -4.95 0.05 -2.32
H -3.29 0.44 -4.79
H -5.02 0.23 -4.79
H -4.93 -1.44 -6.10
H -3.99 -2.93 -5.78
H -3.20 -1.51 -6.25
H -3.00 0.24 -1.10
H -2.08 0.55 -2.31
C 2.88 4.28 -1.20
C 2.71 2.96 -0.49
C 2.17 3.18 0.91
O 3.11 3.83 1.72
C 2.87 3.61 3.09
N 1.80 2.08 -1.21
H 3.37 4.19 -2.17
H 3.44 4.97 -0.55
H 2.00 4.90 -1.38
H 3.72 2.54 -0.38
H 1.99 2.17 1.33
H 1.18 3.66 0.83
H 1.94 4.12 3.33
H 3.73 3.96 3.66
H 2.76 2.53 3.27
H 1.64 1.24 -0.64
H 2.36 1.64 -1.95
C -0.65 0.40 4.14
C 0.04 -0.71 4.91
C -0.88 -1.26 5.97
O -1.04 -0.43 7.08
C -2.10 -0.82 7.88
N 0.33 -1.80 3.97
H -1.17 1.07 4.84
H -1.46 0.04 3.53
H 0.14 1.02 3.71
H 0.93 -0.34 5.44
H -0.55 -2.29 6.23
H -1.87 -1.49 5.53
H -2.00 -1.87 8.21
H -3.07 -0.76 7.37
H -2.11 -0.21 8.78
H 0.48 -1.35 3.07
H 1.21 -2.25 4.20
C 1.42 -0.96 -4.43
C 0.08 -1.58 -3.99
C -0.32 -2.52 -5.13
O -1.42 -3.32 -4.76
C -1.59 -4.41 -5.66
N 0.27 -2.34 -2.77
H 2.21 -1.72 -4.52
H 1.76 -0.27 -3.66
H 1.37 -0.43 -5.39
H -0.67 -0.78 -3.97
H 0.57 -3.14 -5.37
H -0.60 -1.94 -6.02
H -0.97 -4.39 -6.57
H -2.63 -4.56 -5.91
H -1.20 -5.29 -5.11
H 0.76 -3.19 -3.06
H 0.97 -1.92 -2.15
C -4.48 2.75 1.15
C -3.10 2.24 0.76
C -2.02 3.07 1.52
O -2.44 3.21 2.86
C -1.72 4.16 3.61
N -3.02 0.79 1.15
H -4.55 3.84 1.07
H -4.69 2.53 2.19
H -5.25 2.35 0.47
H -2.90 2.31 -0.31
H -1.89 4.04 1.02
H -1.09 2.48 1.48
H -1.97 5.17 3.26
H -0.65 3.92 3.60
H -2.05 4.07 4.65
H -3.27 0.68 2.14
H -2.01 0.60 1.22
*
```

Löwdin atomic charge list, values in e, 6 entries: number 1, N, carries -0.496; number 2, O, carries 0.018; number 3, O, carries -0.104; number 4, O, carries -0.138; number 5, C, carries -0.070; number 6, C, carries -0.444


No. 3
# C42H29BrClN8O7Sn

C42H29BrClN8O7Sn as an isolated structure (ωB97M-V/def2-TZVPD, the Open Molecules 2025 dataset).

## Properties
LUMO level in eV: 1.39
Relative energy (zero: lowest compared OMol25 entry of this formula, charge and spin) in eV: 4.3478
HOMO energy in eV: -5.03
Kohn-Sham gap in Eh: 0.2359

Structure (ORCA input):
```
! wB97M-V def2-TZVPD RIJCOSX def2/J DEFGRID3
* xyz -1 1
Sn -0.47 0.93 1.32
Br -6.65 2.44 -2.49
C -5.10 2.63 -1.40
C -5.24 2.82 -0.02
C -4.13 2.95 0.77
C -2.81 2.81 0.25
O -1.79 2.87 1.02
C -2.70 2.65 -1.17
C -1.43 2.57 -1.84
N -0.33 2.29 -1.24
C 0.85 2.03 -1.88
C 0.86 1.30 -3.21
C 2.15 1.49 -3.96
C 3.30 1.67 -3.31
C 3.29 1.85 -1.86
C 4.37 1.74 -1.07
C 4.17 1.89 0.40
C 3.14 2.98 0.61
N 2.09 3.06 -0.10
C 2.03 2.26 -1.25
C -3.86 2.57 -1.97
H -6.23 2.86 0.42
H -4.22 3.08 1.84
H -1.46 2.77 -2.92
H 0.02 1.66 -3.80
H 2.13 1.36 -5.04
H 4.25 1.70 -3.83
H 5.35 1.50 -1.46
H 5.11 2.10 0.91
H 3.29 3.73 1.38
H -3.75 2.43 -3.04
O 3.69 0.60 0.91
C 2.90 0.53 2.00
N 2.11 -0.42 2.27
C 1.96 -1.60 1.35
O 3.03 -2.25 1.08
C 0.86 -2.48 2.04
C 1.07 -3.85 2.07
C 0.07 -4.68 2.56
C -1.10 -4.10 3.02
C -1.22 -2.73 2.97
N -0.27 -1.92 2.48
C 3.02 1.58 3.07
C 4.26 1.89 3.64
C 4.30 2.75 4.72
C 3.12 3.29 5.20
C 1.93 2.94 4.56
N 1.89 2.10 3.54
H 2.03 -4.22 1.72
H 0.21 -5.75 2.59
H -1.92 -4.71 3.40
H -2.11 -2.24 3.35
H 5.17 1.46 3.24
H 5.25 2.99 5.19
H 3.11 3.96 6.05
H 0.98 3.34 4.88
O -6.04 -1.98 1.67
C -5.33 -2.65 0.80
O -5.69 -3.72 0.36
C -4.05 -2.02 0.33
C -3.36 -2.42 -0.80
Cl -3.62 -3.83 -1.71
N -2.32 -1.56 -1.00
N -2.29 -0.64 0.00
C -3.31 -0.90 0.79
C -3.47 -0.11 2.08
O -4.60 -0.07 2.59
O -2.43 0.42 2.56
C -1.44 -1.42 -2.12
C -1.74 -1.84 -3.34
C -0.83 -1.60 -4.46
C 0.27 -0.87 -4.33
C 0.70 -0.26 -3.03
C -0.15 -0.72 -1.80
H -5.55 -1.15 2.01
H -2.67 -2.33 -3.57
H -1.09 -2.02 -5.42
H 0.90 -0.67 -5.19
H 1.71 -0.61 -2.83
H -0.41 0.14 -1.20
C 2.66 -3.11 -1.71
C 1.17 -2.89 -1.46
C 0.78 -1.54 -0.89
N 1.13 -0.96 0.18
H 2.83 -4.13 -2.06
H 3.22 -2.94 -0.79
H 3.04 -2.42 -2.47
H 0.80 -3.65 -0.75
H 0.62 -3.03 -2.39
*
```

Löwdin atomic charge list, values in e, 6 entries: number 1, Sn, carries 1.563; number 2, Br, carries 0.675; number 3, C, carries -0.705; number 4, C, carries -0.120; number 5, C, carries -0.008; number 6, C, carries -0.405


No. 4
# C32H64O8

A 8-piece molecular cluster, C32H64O8 overall (ωB97M-V/def2-TZVPD, the Open Molecules 2025 dataset).

## Properties
LUMO level in eV: 0.58
Relative energy (zero: lowest compared OMol25 entry of this formula, charge and spin) in eV: 16.3114
HOMO energy in eV: -9.28
Kohn-Sham gap in Eh: 0.3621

Structure (ORCA input):
```
! wB97M-V def2-TZVPD RIJCOSX def2/J DEFGRID3
* xyz 0 1
C -1.37 -0.25 0.37
C -2.00 1.14 0.07
C -0.79 1.89 -0.55
O -0.12 0.88 -1.17
C 0.01 -0.21 -0.23
H -2.18 -0.88 -0.24
H -1.48 -0.57 1.33
H -2.55 1.59 1.08
H -2.66 0.84 -0.78
H -0.10 2.12 0.20
H -1.13 2.72 -1.20
H 0.65 0.22 0.75
H 0.45 -1.16 -0.52
C -6.37 0.80 3.55
C -5.47 -0.16 4.17
C -4.29 -0.29 3.25
O -4.77 0.35 2.01
C -5.57 1.46 2.42
H -6.95 1.39 4.38
H -7.22 0.34 3.01
H -5.86 -1.25 4.40
H -5.17 0.15 4.95
H -3.84 -1.12 3.11
H -3.21 0.09 3.43
H -6.20 1.75 1.52
H -4.89 2.33 2.60
C 3.18 3.30 0.12
C 2.38 4.48 0.35
C 1.97 4.97 -1.07
O 2.49 4.02 -1.95
C 2.87 2.79 -1.26
H 2.91 2.60 0.69
H 4.39 3.54 0.24
H 3.05 5.35 0.57
H 1.57 4.25 1.02
H 2.22 5.95 -1.29
H 0.91 4.89 -0.93
H 3.63 2.15 -1.82
H 2.12 1.98 -1.25
C 5.06 -1.19 -0.65
C 5.63 -1.45 0.76
C 5.01 -0.34 1.70
O 3.86 0.11 0.91
C 3.65 -0.84 -0.19
H 5.15 -2.20 -1.37
H 5.63 -0.29 -1.09
H 6.54 -1.65 0.85
H 5.37 -2.37 1.18
H 5.75 0.45 1.71
H 4.63 -0.53 2.62
H 3.12 -0.61 -1.03
H 3.30 -1.67 0.15
C -0.45 -5.55 1.33
C -0.63 -4.08 1.13
C -1.74 -3.67 2.19
O -1.86 -4.81 2.97
C -1.59 -5.92 2.27
H 0.50 -5.56 2.11
H -0.31 -6.13 0.45
H -0.79 -3.97 0.05
H 0.24 -3.55 1.30
H -2.80 -3.49 1.71
H -1.53 -2.82 2.58
H -2.36 -6.36 1.59
H -1.24 -6.93 2.79
C 1.71 1.18 3.61
C 0.50 2.01 4.29
C -0.68 1.04 4.01
O -0.26 -0.30 3.72
C 1.23 -0.23 3.90
H 2.44 1.48 4.10
H 1.64 1.28 2.65
H 0.36 2.91 3.80
H 0.68 2.21 5.13
H -1.32 1.59 3.32
H -1.33 1.26 4.80
H 1.78 -0.85 3.16
H 1.71 -0.64 4.71
C 2.12 1.94 -4.47
C 2.19 1.83 -6.01
C 2.59 0.35 -6.22
O 2.14 -0.34 -4.99
C 2.38 0.56 -3.95
H 1.19 2.49 -4.13
H 3.00 2.68 -4.14
H 2.80 2.33 -6.59
H 1.11 1.88 -6.27
H 3.79 0.22 -6.35
H 2.26 -0.32 -7.04
H 3.44 0.59 -3.62
H 1.59 0.52 -3.13
C -2.46 -0.60 -4.36
C -1.91 -1.67 -3.36
C -3.17 -2.32 -2.81
O -4.20 -1.84 -3.62
C -4.00 -0.53 -4.08
H -2.30 -1.02 -5.56
H -1.87 0.21 -4.23
H -1.32 -1.27 -2.51
H -1.33 -2.41 -3.90
H -3.34 -1.96 -1.88
H -3.06 -3.45 -2.97
H -4.35 0.39 -3.39
H -4.50 -0.21 -4.94
*
```

Löwdin atomic charge list, values in e, 6 entries: number 1, C, carries -0.193; number 2, C, carries -0.122; number 3, C, carries -0.241; number 4, O, carries -0.183; number 5, C, carries -0.150; number 6, H, carries 0.127